Molecular formula: C30H29BCo2O8
Method: DFT, ωB97M-V/def2-TZVPD

Values from the calculation:
Energy relative to the best compared isomer or geometry (same formula, charge and spin), kcal/mol: 93.6
Net charge: 0

Atoms and positions in Å:
C: -2.79851 -0.78426 1.87314
C: -1.63011 -1.75556 1.98393
C: -2.01043 -3.08783 1.36693
O: -0.51101 -1.25603 1.27378
B: 0.30808 -0.52525 2.23281
C: 1.83354 -1.19356 2.40177
C: 2.52620 -1.07813 3.60115
C: 3.80737 -1.65118 3.71494
C: 4.42999 -2.27705 2.62437
C: 3.73267 -2.36449 1.41353
C: 2.39691 -1.91846 1.35369
C: 0.48188 0.91018 1.34629
C: 1.48930 0.76759 0.25143
C: -0.28514 2.01204 1.31072
O: -0.28939 -0.62396 3.55702
C: -1.09610 -1.79320 3.49336
C: -2.18047 -1.74382 4.57110
C: -0.27412 -3.05521 3.78578
H: -3.69430 -1.21395 2.34313
H: -2.55358 0.17280 2.35729
H: -3.01247 -0.59079 0.81654
H: -2.85068 -3.53454 1.90463
H: -2.32211 -2.92818 0.32994
H: -1.17536 -3.79178 1.36803
H: 2.06421 -0.59798 4.46428
H: 4.32511 -1.58504 4.67003
H: 5.44193 -2.69299 2.70700
H: 4.20375 -2.76620 0.50768
H: 1.80373 -2.15374 0.46556
H: 1.32061 -0.20010 -0.24313
H: 1.31418 1.69946 -0.37305
H: 2.51527 0.75576 0.64035
H: -0.08189 2.85749 0.63549
H: -1.05820 2.17318 2.07291
H: -2.84902 -2.61314 4.45847
H: -1.73123 -1.81072 5.57549
H: -2.77950 -0.82706 4.51184
H: -0.93274 -3.93227 3.87636
H: 0.46966 -3.26436 3.00848
H: 0.25896 -2.95187 4.74191
O: 3.88590 3.57933 -1.94071
C: 2.98104 2.86121 -1.93538
Co: 1.50229 1.93590 -1.89484
C: 2.50273 0.27622 -2.39026
O: 3.41561 -0.42179 -2.13226
C: 0.89723 3.63982 -1.36295
O: 0.65703 4.72725 -1.04882
C: -0.05522 1.23590 -2.88083
C: -1.49732 1.54837 -2.82036
C: -2.24669 1.12858 -1.71759
C: -3.59443 1.48570 -1.62920
C: -4.20960 2.19210 -2.67370
C: -3.47531 2.51208 -3.82094
C: -2.11944 2.18060 -3.90196
C: 0.87416 2.12101 -3.61496
C: 0.77039 3.49305 -3.74102
Co: 1.21669 0.44092 -3.84863
C: 0.26549 -0.31082 -5.24690
O: -0.28627 -0.64858 -6.20648
C: 0.10986 -0.50089 -2.87083
O: -0.58853 -1.32311 -2.39678
C: 2.38014 0.68327 -5.07434
O: 3.10953 0.77987 -5.97071
H: -1.76179 0.56774 -0.91643
H: -4.17043 1.18254 -0.75420
H: -5.26792 2.47601 -2.60768
H: -3.94077 3.03612 -4.65772
H: -1.55884 2.38702 -4.81800
H: 1.68692 4.09663 -3.82412
H: -0.08946 3.85215 -4.29638